*P*
10
Properties=species:S:1:pos:R:3 method="wB97M-V/def2-TZVPD" lumo_energy_ev="-1.273 / -1.273"
O -3.534 1.333 -0.241
S -2.098 1.367 -0.429
O -1.563 2.577 -0.944
C -1.175 0.410 0.570
C 0.226 0.518 0.153
S 0.584 -0.234 -1.503
H -2.042 -0.572 0.808
H 0.436 1.545 -0.085
H 0.876 0.048 0.880
H 0.042 0.682 -2.256

*Q*
10
Properties=species:S:1:pos:R:3 method="wB97M-V/def2-TZVPD" lumo_energy_ev=-1.183
C 0.256 -1.041 -0.644
C 0.513 -0.137 0.460
S -0.141 -0.098 1.940
S 0.369 2.081 0.073
O -1.050 1.837 0.284
O 0.723 2.219 -1.287
H 0.874 -1.900 -0.831
H 0.296 -0.396 -1.559
H -0.720 -1.564 -0.529
H -1.119 -1.001 2.093

Stability check: which of them is least stable? *P*.

*P*
22
Properties=species:S:1:pos:R:3 method="wB97M-V/def2-TZVPD" charge=+2 lumo_energy_ev=-7.269
C 0.380 -2.213 0.653
C -0.752 -1.570 0.447
N -1.968 -2.275 0.244
C -0.997 -0.041 0.348
C 0.033 0.760 -0.427
N -0.281 2.189 -0.963
C 1.415 0.953 0.387
O 2.253 1.840 -0.417
H 1.346 -1.822 1.056
H 0.479 -3.378 0.310
H -2.039 -2.696 -0.667
H -2.841 -1.647 0.370
H -2.059 -3.044 1.112
H -2.048 0.071 -0.029
H -1.031 0.418 1.418
H 0.269 0.065 -1.363
H -0.315 2.703 -0.132
H 0.583 2.486 -1.389
H -1.187 2.239 -1.526
H 1.395 1.536 1.307
H 1.953 0.028 0.635
H 2.740 1.582 -1.180

*Q*
22
Properties=species:S:1:pos:R:3 method="wB97M-V/def2-TZVPD" charge=+2 lumo_energy_ev=-9.003
C -2.048 -1.024 -3.114
N -1.810 -0.613 -1.801
C -0.502 -0.169 -1.329
C -0.067 -0.578 0.050
C 0.636 0.496 0.866
N 2.082 0.590 0.482
C 0.325 0.206 2.316
O 0.806 1.261 3.043
H -3.117 -1.185 -3.439
H -1.216 -1.166 -3.962
H -2.631 -0.490 -1.219
H 0.419 -0.448 -2.032
H -0.407 1.021 -1.383
H -1.024 -0.982 0.620
H 0.613 -1.484 -0.085
H 0.198 1.585 0.787
H 2.322 1.228 -0.349
H 2.531 1.108 1.182
H 2.475 -0.280 0.274
H -0.812 0.286 2.440
H 0.695 -0.750 2.715
H 0.533 1.387 3.939

Stability check: which of them is least stable? *P*.

*P*
6
Properties=species:S:1:pos:R:3 method="wB97M-V/def2-TZVPD" lumo_energy_ev="-2.447 / -2.447"
C 1.508 -0.166 0.577
C -0.906 -0.093 -0.339
N 2.555 -0.228 1.023
Br -1.203 1.696 -0.630
H -0.652 -0.692 -1.193
H -1.301 -0.517 0.562

*Q*
6
Properties=species:S:1:pos:R:3 method="wB97M-V/def2-TZVPD" lumo_energy_ev="-4.491 / -4.491"
C -1.466 -0.678 1.362
C -0.433 -0.706 0.497
N -2.125 -0.298 2.271
Br 0.258 -2.672 -2.098
H -0.700 -0.036 -0.319
H 0.487 -1.301 0.590

Stability check: which of them is least stable? *P*.

*P*
15
Properties=species:S:1:pos:R:3 method="wB97M-V/def2-TZVPD" lumo_energy_ev=0.572
O 1.533 -2.302 -0.190
C 1.349 -1.186 -0.065
N 2.237 -0.154 -0.150
C 1.932 1.039 0.072
C 0.699 1.652 0.141
C -0.257 0.739 -0.190
N -1.639 0.583 -0.336
C -2.117 -0.683 0.167
C -1.003 -1.431 0.263
N 0.024 -0.634 0.064
H 2.743 1.644 0.341
H 0.543 2.816 0.259
H -2.256 1.333 -0.468
H -3.062 -0.955 -0.341
H -0.725 -2.460 0.433

*Q*
15
Properties=species:S:1:pos:R:3 method="wB97M-V/def2-TZVPD" lumo_energy_ev="-1.302 / -0.290"
C -0.603 -2.776 1.062
C -1.315 -2.170 0.311
C 1.036 1.749 1.305
C 0.170 0.846 0.790
C 1.327 1.801 -0.882
C -0.335 0.056 -1.455
N 1.778 2.284 0.246
N 0.338 0.893 -0.597
N -2.053 -1.302 -0.354
O -0.428 -0.124 -2.604
H -0.007 -3.425 1.756
H 1.421 1.916 2.317
H -0.518 0.174 1.206
H 1.706 1.746 -1.863
H -2.519 -1.668 -1.239

Stability check: which of them is least stable? *Q*.

*P*
13
Properties=species:S:1:pos:R:3 method="wB97M-V/def2-TZVPD" s2=0.75 multiplicity=2 lumo_energy_ev="-0.038 / -1.600"
H 2.289 1.856 0.229
O 2.823 0.997 0.371
O -0.011 1.168 -0.324
C 0.013 -0.036 0.014
C 0.987 -1.145 0.538
C -1.371 -0.340 -0.221
C -2.030 0.735 -0.706
H 0.398 -2.074 0.791
H 1.706 -1.373 -0.251
H 1.515 -0.766 1.401
H -1.792 -1.375 -0.011
H -3.064 0.690 -0.914
H -1.462 1.664 -0.918

*Q*
13
Properties=species:S:1:pos:R:3 method="wB97M-V/def2-TZVPD" s2=0.75 multiplicity=2 lumo_energy_ev="0.891 / -3.319"
O -1.314 1.427 -1.684
C -1.781 0.770 -0.718
O -2.842 1.022 -0.119
C -0.853 -0.334 -0.184
C 0.422 0.238 0.499
C 1.672 -0.520 0.149
H -0.831 -1.117 -0.937
H -1.397 -0.830 0.621
H 0.256 0.202 1.642
H 0.524 1.328 0.481
H 1.498 -1.544 0.546
H 2.037 -0.442 -0.951
H 2.608 -0.201 0.656

Stability check: which of them is least stable? *P*.

*P*
17
Properties=species:S:1:pos:R:3 method="wB97M-V/def2-TZVPD" lumo_energy_ev=0.196
C 0.313 1.313 -1.954
C -0.947 -0.338 0.835
C 0.209 0.066 0.194
C 1.573 0.129 0.598
H 1.165 2.029 -1.170
H -0.838 2.038 -2.544
H 0.802 0.209 -2.617
H -1.514 -1.072 2.803
H -0.572 -2.148 1.631
H 1.457 -0.006 1.653
H 1.931 1.092 0.107
H 3.372 -0.713 0.892
N -0.434 0.506 -1.004
N -1.671 0.429 -0.974
N -2.014 -0.120 0.232
N -0.590 -1.019 1.995
O 2.533 -0.877 -0.068

*Q*
17
Properties=species:S:1:pos:R:3 method="wB97M-V/def2-TZVPD" lumo_energy_ev="-1.831 / -2.546"
N 0.250 -0.738 1.139
C 0.808 1.415 0.047
C -1.563 -0.480 -0.021
C 1.184 -0.010 0.539
N -0.298 1.866 0.628
N -1.333 -0.355 -1.357
C 2.496 -0.382 0.411
N -2.370 -1.276 0.569
O 1.498 1.879 -0.870
H 0.410 -1.746 1.142
H -0.634 2.705 0.159
H -1.188 0.576 0.530
H -1.608 -1.081 -1.998
H -0.706 0.354 -1.702
H -3.012 -1.744 -0.075
H 3.213 0.353 0.074
H 2.853 -1.334 0.785

*R*
17
Properties=species:S:1:pos:R:3 method="wB97M-V/def2-TZVPD" lumo_energy_ev=0.595
C 0.372 -1.368 0.160
C 0.694 0.125 0.152
C -0.159 0.947 1.142
N -1.445 1.284 0.782
O 0.216 1.127 2.274
C 0.644 0.640 -1.296
N 1.878 1.367 -1.424
N 2.626 1.246 -0.452
N 2.071 0.503 0.573
H 1.102 -1.773 -0.442
H -0.707 -1.400 -0.265
H 0.126 -1.837 1.157
H -1.715 1.338 -0.181
H -2.010 1.647 1.612
H 0.567 -0.084 -2.028
H -0.123 1.390 -1.442
H 2.220 0.915 1.478

Stability check: which of them is least stable? *P*.

*P*
20
Properties=species:S:1:pos:R:3 method="wB97M-V/def2-TZVPD" lumo_energy_ev=0.722
C -0.339 0.192 0.536
C 0.333 1.147 -0.292
C -0.172 -0.698 -1.428
C 0.587 -1.996 -1.274
N 0.388 -0.502 1.471
N -1.670 0.364 0.846
N 0.628 2.572 0.954
H -0.063 -1.291 1.909
H 1.359 -0.657 1.250
H -2.022 -0.057 1.691
H -2.166 1.059 0.311
H 1.010 2.193 1.822
H -0.276 2.966 1.222
H 1.379 0.998 -0.504
H -0.255 1.763 -0.953
H -1.248 -0.846 -1.525
H 0.149 -0.175 -2.329
H 1.655 -1.814 -1.110
H 0.517 -2.632 -2.163
H 0.207 -2.585 -0.434

*Q*
20
Properties=species:S:1:pos:R:3 method="wB97M-V/def2-TZVPD" lumo_energy_ev=0.980
C -0.058 1.513 -1.845
C 0.385 0.734 -0.580
C 0.996 1.533 0.486
C -0.662 -0.308 -0.185
N -0.392 -1.142 0.990
N -1.474 -2.119 1.291
N 0.932 -1.457 1.157
H -0.977 2.035 -1.697
H 0.729 2.311 -2.110
H -0.152 0.981 -2.753
H 1.325 0.089 -0.957
H 1.707 0.856 0.898
H 0.287 1.548 1.290
H 1.425 2.488 0.210
H -1.636 0.283 0.068
H -0.936 -1.001 -1.030
H -1.514 -2.755 0.453
H -2.299 -1.620 1.503
H 1.160 -1.569 2.176
H 1.155 -2.401 0.635

*R*
20
Properties=species:S:1:pos:R:3 method="wB97M-V/def2-TZVPD" lumo_energy_ev=1.144
N 3.278 0.120 -0.687
C 2.050 -0.313 -0.091
C 0.825 -0.325 -1.056
C -0.460 -0.750 -0.216
N -1.276 0.453 -0.271
C -2.486 0.310 0.484
N -2.283 0.620 1.940
H 3.116 0.855 -1.295
H 3.771 -0.537 -1.229
H 2.024 -1.374 0.333
H 1.901 0.195 0.886
H 0.698 0.695 -1.451
H 1.075 -0.883 -1.939
H -0.154 -1.336 0.727
H -1.122 -1.529 -0.761
H -0.875 1.449 -0.295
H -3.262 0.890 -0.014
H -2.729 -0.727 0.572
H -1.308 0.752 2.143
H -2.781 1.434 2.221

Stability check: which of them is least stable? *P*.

*P*
20
Properties=species:S:1:pos:R:3 method="wB97M-V/def2-TZVPD" lumo_energy_ev=-2.925
N -1.243 -3.235 -0.685
C 1.587 2.629 -1.051
C 0.132 1.945 -0.880
N -0.222 1.728 0.481
C 0.144 0.494 1.265
C -0.294 -0.855 0.708
N -0.959 -1.778 1.582
H 1.864 3.207 -1.828
H -1.864 -2.670 -1.344
H 2.225 1.737 -0.991
H 1.838 3.258 -0.217
H 0.181 1.016 -1.554
H -0.706 2.577 -1.371
H -1.501 -4.205 -0.557
H -0.406 0.558 2.261
H 1.217 0.433 1.440
H 0.580 -1.377 0.346
H -0.906 -0.717 -0.171
H -1.299 -2.740 0.256
H -0.370 -2.003 2.311

*Q*
20
Properties=species:S:1:pos:R:3 method="wB97M-V/def2-TZVPD" lumo_energy_ev=0.942
C -0.529 1.706 0.671
C 0.820 1.195 0.180
N 1.052 1.743 -1.203
C 0.884 -0.324 0.175
N 0.091 -0.947 -0.904
C -0.995 -1.896 -0.513
N -0.773 -2.641 0.702
H -0.475 2.756 0.967
H -0.888 1.212 1.579
H -1.318 1.600 -0.078
H 1.555 1.657 0.841
H 0.297 2.376 -1.443
H 1.876 2.337 -1.168
H 0.566 -0.592 1.193
H 1.905 -0.708 0.133
H -0.294 -0.141 -1.359
H -1.973 -1.410 -0.419
H -1.063 -2.545 -1.381
H -0.078 -3.347 0.532
H -0.659 -2.032 1.498

Stability check: which of them is least stable? *P*.